# C49H49FILuN7O5

A molecular structure, C49H49FILuN7O5 in a non-equilibrium geometry (ωB97M-V with the def2-TZVPD basis set, the OMol25 dataset).

Structure (XYZ):
```
113
Properties=species:S:1:pos:R:3:forces:R:3
Lu -0.5418 -0.2212 -0.3167 -0.787 -0.147 0.014
O 3.0209 0.1259 5.8805 -0.071 0.131 -0.139
C 2.5448 -0.4527 4.7366 -0.050 -0.004 -0.037
O 2.7666 -1.6050 4.5251 0.017 -0.113 -0.056
C 1.7853 0.4416 3.8325 0.115 -0.271 0.128
C 1.9728 1.7887 3.6155 0.118 0.217 0.145
N 1.1000 2.1466 2.6714 -0.331 0.330 -0.140
N 0.3590 1.1252 2.2219 0.552 -0.333 -0.097
C 0.7832 0.0763 2.9045 -0.103 -0.004 0.012
C 0.1276 -1.2454 2.6118 0.051 0.039 -0.706
O -0.3181 -1.9002 3.5361 -0.056 -0.277 0.048
O 0.0496 -1.5120 1.3424 -0.076 0.280 1.184
H 2.6604 1.0169 5.9500 -0.009 0.020 0.051
H 2.6916 2.4941 4.0130 -0.117 -0.110 -0.049
H 1.0369 3.0296 2.1957 0.041 0.075 -0.094
I 2.3235 -0.2734 -1.2355 0.442 0.097 -0.038
C 1.5806 -1.8674 -2.5858 -0.070 -0.104 -0.122
C 2.5070 -2.7682 -3.0322 -0.052 -0.168 -0.177
C 2.1641 -3.7326 -4.0177 0.029 0.104 0.130
C 0.9075 -3.7463 -4.5522 -0.085 0.077 0.055
C -0.0763 -2.8132 -4.1177 -0.020 -0.084 -0.114
C -1.3807 -2.7961 -4.6850 0.147 0.041 0.103
C -2.3011 -1.8849 -4.2477 0.091 0.050 0.079
C -1.9729 -1.0022 -3.1886 -0.327 -0.051 -0.253
C -0.7494 -0.9911 -2.5710 0.350 0.335 0.310
C 0.2425 -1.8750 -3.0966 0.180 -0.205 -0.087
H 3.5254 -2.7401 -2.6445 -0.134 -0.023 -0.054
H 2.9085 -4.4485 -4.3531 -0.033 0.034 0.013
H 0.6386 -4.4676 -5.3184 0.016 0.022 0.010
H -1.6219 -3.5041 -5.4704 -0.003 -0.016 -0.022
H -3.2910 -1.8537 -4.6921 -0.008 -0.005 -0.017
H -2.7611 -0.3373 -2.8337 -0.052 0.008 -0.005
C -6.0632 1.9763 3.8081 -0.040 0.027 -0.025
C -5.9967 2.8978 2.6159 -0.112 0.009 0.077
C -7.0873 3.6692 2.2327 -0.030 0.043 0.020
C -7.0389 4.5067 1.1234 0.092 -0.084 0.015
C -5.8719 4.5582 0.3719 0.006 -0.015 0.037
C -4.7685 3.7925 0.7272 0.025 0.119 0.037
C -4.8243 2.9726 1.8549 0.245 -0.080 0.113
N -3.7410 2.1676 2.2857 -0.105 0.286 0.008
C -2.6753 1.8268 1.4380 0.341 0.367 0.139
N -1.8553 2.8781 1.2011 -0.178 -0.287 -0.333
C -1.0959 3.1597 0.0141 -0.069 0.125 0.319
C -0.6830 2.1384 -0.8295 0.030 -0.441 0.086
C -0.0305 2.5665 -1.9935 0.098 0.126 -0.129
C 0.2410 3.9013 -2.2630 -0.054 0.004 0.013
C -0.1420 4.8738 -1.3467 0.049 -0.007 0.030
C -0.8225 4.5231 -0.1881 0.022 0.085 -0.064
C -1.2446 5.5867 0.8001 0.017 -0.001 -0.042
N -2.4963 0.6131 1.0403 -0.119 -0.605 -0.458
C -3.5997 -0.2666 1.3343 0.281 0.164 -0.092
C -3.4413 -1.2071 2.3455 -0.012 -0.229 0.093
C -4.5038 -2.0182 2.7253 0.009 0.019 -0.088
C -5.7364 -1.8799 2.0960 0.073 0.035 0.022
C -5.8756 -0.9540 1.0710 -0.055 -0.029 -0.082
C -4.8166 -0.1489 0.6542 -0.104 0.046 -0.108
C -5.0144 0.7998 -0.5073 -0.074 -0.151 0.006
H -7.0242 2.0720 4.3128 0.019 -0.003 -0.023
H -5.2765 2.1990 4.5368 -0.050 0.008 -0.064
H -5.9495 0.9242 3.5136 -0.022 0.084 0.000
H -7.9952 3.6111 2.8271 0.064 0.003 -0.065
H -7.9023 5.1006 0.8470 0.061 -0.039 0.019
H -5.8117 5.1899 -0.5088 -0.017 -0.063 0.082
H -3.8808 3.8195 0.1028 -0.089 -0.015 0.091
H -4.0385 1.3760 2.8332 -0.077 -0.050 0.019
H -2.1391 3.6792 1.7337 0.004 0.160 0.069
H 0.3133 1.8191 -2.7025 -0.026 0.003 -0.011
H 0.7735 4.1836 -3.1673 -0.056 -0.009 0.084
H 0.0979 5.9179 -1.5216 -0.020 -0.023 -0.009
H -0.8523 6.5559 0.4948 0.001 0.006 -0.001
H -0.8722 5.3953 1.8139 0.002 -0.005 -0.057
H -2.3337 5.6858 0.8681 0.012 -0.018 0.007
H -2.4779 -1.3126 2.8334 -0.029 0.024 -0.023
H -4.3590 -2.7528 3.5101 -0.024 0.060 -0.037
H -6.5793 -2.4950 2.3933 0.054 0.039 -0.025
H -6.8303 -0.8554 0.5586 0.078 -0.020 0.051
H -5.3873 0.2447 -1.3720 0.023 0.001 0.009
H -4.0891 1.2921 -0.8031 0.019 -0.045 -0.002
H -5.7455 1.5797 -0.2765 0.035 -0.149 0.002
F 7.1122 5.0358 -1.8079 0.035 0.059 -0.033
C 6.1412 4.2163 -1.3062 -0.071 -0.013 -0.059
C 6.4208 3.4354 -0.2104 -0.151 -0.238 0.266
C 5.4210 2.6099 0.3051 0.181 -0.040 -0.115
C 4.1353 2.5254 -0.2656 -0.066 -0.098 -0.050
C 3.1047 1.6273 0.2549 0.015 0.229 0.020
C 3.9233 3.3291 -1.4094 -0.089 0.108 -0.007
C 4.9041 4.1784 -1.9158 -0.282 -0.166 -0.033
H 7.4062 3.4800 0.2407 -0.063 -0.021 -0.003
H 5.6439 1.9947 1.1724 -0.005 0.058 -0.026
H 3.3712 1.1477 1.2006 -0.056 0.118 -0.033
H 2.0980 2.0527 0.2716 0.195 0.116 -0.023
H 2.9500 3.2807 -1.8987 0.210 0.046 0.089
H 4.7201 4.7941 -2.7915 -0.005 -0.069 0.092
C -4.3872 -3.2476 -1.1695 0.135 -0.110 0.017
N -3.3416 -4.0638 -0.5770 -0.012 -0.080 0.058
C -3.6357 -5.4829 -0.4865 -0.039 0.165 -0.049
C -2.1243 -3.5291 -0.2819 0.067 -0.132 -0.127
O -1.8951 -2.3350 -0.4672 0.010 0.368 0.078
N -1.1666 -4.4535 0.1707 -0.039 0.108 0.112
C 0.2147 -4.1847 -0.2473 -0.186 -0.123 0.036
C -1.2979 -4.7960 1.5940 -0.041 -0.100 -0.196
H -4.6413 -3.6573 -2.1523 0.004 0.035 0.018
H -4.0269 -2.2346 -1.2972 0.050 0.082 0.022
H -5.2827 -3.2422 -0.5478 -0.030 -0.008 0.076
H -4.1252 -5.8088 -1.4078 0.003 0.029 -0.007
H -4.3107 -5.6975 0.3481 0.001 0.025 0.009
H -2.7174 -6.0424 -0.3595 0.074 -0.016 0.014
H 0.2355 -3.8710 -1.2898 -0.063 -0.016 0.015
H 0.7016 -3.4279 0.3605 0.039 0.117 0.089
H 0.7692 -5.1220 -0.1646 -0.012 0.007 0.005
H -0.9274 -3.9996 2.2425 0.064 0.083 0.027
H -2.3457 -4.9864 1.8434 0.071 0.016 -0.062
H -0.7330 -5.7116 1.7875 -0.009 0.043 -0.006
```
Positions in Å, forces in eV/Å.

Values from the calculation:
* HOMO energy: -3.167 eV
* energy above the lowest of the compared OMol25 structures with the same formula, charge and spin: 0.0 kcal per mole
* largest force on an atom: 1.219 eV/A
* net charge: -1
* gap between HOMO and LUMO: 5.22 eV